{
  "formula": "O10P2PbV",
  "method": "ωB97M-V with the def2-TZVPD basis set",
  "de_lowest_kcal_mol": 0.00,
  "mol_weight_g_mol": 480.08,
  "gap_ha": 0.171,
  "total_charge": -3,
  "species": ["P", "O", "V", "O", "Pb", "O", "O", "P", "O", "O", "O", "O", "O", "O"],
  "xyz": [[-8.549, 17.722, 4.125], [-7.566, 16.814, 3.243], [-7.244, 14.924, 2.579], [-9.592, 14.843, 2.614], [-9.761, 14.726, 4.930], [-9.184, 16.851, 5.270], [-11.632, 14.852, 1.102], [-10.896, 14.047, 2.211], [-10.446, 12.660, 1.618], [-11.732, 14.082, 3.489], [-7.380, 14.011, 3.809], [-5.734, 14.746, 2.013], [-9.516, 18.385, 3.164], [-7.553, 18.654, 4.904]]
}